Entry from the OMol25 dataset: a molecular structure, C25H39O19Rb in a non-equilibrium geometry (ωB97M-V with the def2-TZVPD basis set).

- Multiplicity: 1
- Kohn-Sham gap: 6.497 eV
- Largest force on an atom: 0.107 hartree/bohr
- Total energy: -66113.475 eV
- LUMO level: -1.28 eV

Each line ends with the Mulliken charge.
Element x y z (Å)
Rb 3.35321 -1.49183 0.37204  0.982
C 0.23376 0.31698 -0.06589  0.966
O 1.52478 0.57726 -0.59228  -0.969
H -0.12449 1.21149 0.44364  -0.040
H -0.45455 -0.04214 -0.83099  -0.322
H 0.32397 -0.50234 0.64732  -0.558
C 2.86949 -0.33221 5.82076  -1.409
C 1.68099 -0.96274 5.05770  0.472
C 1.31826 -0.27936 3.70327  -0.394
O 1.02636 -1.45899 2.90232  -0.064
C 1.42608 -2.60243 3.47033  0.491
O 1.38570 -3.71691 2.98797  -0.517
O 2.01581 -2.25093 4.60237  -0.407
H 2.84074 0.74014 6.01398  0.365
H 3.75323 -0.56793 5.22786  0.357
H 2.98781 -0.78082 6.80709  0.357
H 0.74541 -0.85926 5.60731  0.271
H 2.12242 0.39442 3.40753  0.231
H 0.43044 0.33802 3.84005  0.223
C -2.35082 -2.78902 1.53782  -1.204
C -1.73426 -3.77136 0.50440  0.545
C -0.32658 -3.45198 0.03638  1.156
O 0.38060 -4.69579 0.23394  -0.351
C -0.47864 -5.61320 0.71390  0.570
O -0.17081 -6.75374 0.98518  -0.610
O -1.61746 -5.08446 0.99072  -0.388
H -3.31461 -3.17165 1.87371  0.433
H -2.43344 -1.82127 1.04313  0.343
H -1.62919 -2.59062 2.33026  0.120
H -2.43519 -3.77363 -0.33033  0.165
H 0.22119 -2.71466 0.62323  -0.213
H -0.27590 -3.14090 -1.00706  -0.560
C 5.82428 -0.16015 -2.74417  -1.417
C 4.37694 0.12605 -2.95755  1.735
C 3.97534 1.59073 -3.16354  -0.269
O 3.67458 1.74560 -4.55044  -0.328
C 3.60576 0.53280 -5.06423  0.657
O 3.37715 0.33753 -6.27691  -0.625
O 3.96462 -0.42967 -4.17843  -0.400
H 5.95184 -1.09429 -2.19716  0.371
H 6.23126 0.65189 -2.14163  0.386
H 6.49716 -0.17688 -3.60152  0.351
H 3.74346 -0.35784 -2.21414  -0.933
H 4.84194 2.24249 -3.05263  0.373
H 3.07596 1.85676 -2.60817  0.085
C -2.97000 0.69004 3.25061  -1.042
C -3.30225 2.09655 3.75949  0.446
C -4.25700 2.95665 2.90931  -0.300
O -5.29536 3.28368 3.79772  -0.359
C -5.06910 2.75580 4.97899  0.544
O -5.72294 3.03879 5.98703  -0.606
O -4.04067 1.90789 4.93836  -0.410
H -3.93425 0.27301 2.96009  0.492
H -2.48518 0.03155 3.97133  0.338
H -2.33241 0.84827 2.38082  0.109
H -2.44556 2.75062 3.92186  0.252
H -4.76016 2.45634 2.08190  0.300
H -3.83849 3.92347 2.62966  0.225
C -0.92390 -3.01164 -4.03563  -1.796
C -0.74517 -1.56006 -3.55172  1.884
C 0.50397 -0.91620 -4.14859  -0.044
O -0.06343 0.25751 -4.74963  -0.290
C -1.34654 0.40687 -4.53616  0.581
O -1.98609 1.41219 -4.82976  -0.625
O -1.77254 -0.71450 -4.03354  -0.421
H -1.89232 -3.36336 -3.67989  0.413
H -0.20107 -3.72384 -3.63766  0.384
H -1.00626 -3.18591 -5.10845  0.436
H -0.70991 -1.43544 -2.46944  -0.837
H 0.99509 -1.51933 -4.91223  0.358
H 1.18745 -0.69021 -3.33013  -0.054
C 0.02315 3.40314 -2.76932  -1.096
C -0.95421 3.98122 -1.71774  0.433
C -2.21942 3.08391 -1.42436  -0.265
O -2.46593 3.38091 -0.08145  -0.310
C -1.33457 3.76400 0.54945  0.675
O -1.13788 3.92999 1.79578  -0.610
O -0.41202 3.99094 -0.41547  -0.338
H 0.41017 2.39671 -2.60986  -0.081
H 0.84344 4.12027 -2.73853  0.405
H -0.40548 3.20935 -3.75259  0.405
H -1.24433 4.99165 -2.00578  0.298
H -2.05632 2.02716 -1.63596  0.127
H -3.06741 3.52848 -1.94529  0.354

Entry from the OMol25 dataset: a molecular structure, C25H40AsN9OSSbSe5Sr (ωB97M-V with the def2-TZVPD basis set).

- Multiplicity: 1
- Kohn-Sham gap: 3.366 eV
- Largest force on an atom: 0.008 hartree/bohr
- Total energy: -447818.177 eV
- LUMO level: 0.40 eV
- Total charge: -1

Each line ends with the Mulliken charge.
Element x y z (Å)
Sr 0.90585 -0.32352 0.07244  0.813
N 3.29405 0.40630 1.22256  0.109
C 3.67209 -0.71544 2.08913  -0.564
C 2.72135 -0.85090 3.26630  -0.762
N 1.31438 -1.09055 2.88958  0.156
C 0.85160 -2.45917 3.11941  -0.802
C 1.22745 -3.38650 1.97511  -0.737
N 0.53114 -2.97688 0.75991  0.062
H 3.55293 1.28203 1.66492  0.130
H 3.83865 0.34141 0.35422  -0.008
H 3.65780 -1.60920 1.46179  0.008
H 4.69429 -0.61685 2.47545  0.535
H 3.07555 -1.66636 3.90978  0.282
H 2.76245 0.05937 3.87355  0.365
H 0.72793 -0.45001 3.40672  0.075
H 1.24002 -2.85944 4.06803  0.406
H -0.24046 -2.43458 3.20594  0.374
H 2.29886 -3.32632 1.77140  0.264
H 1.01901 -4.42380 2.26447  0.419
H 1.03570 -3.30842 -0.06617  0.078
H -0.40864 -3.35841 0.74138  0.109
Se -6.29151 -4.11322 -2.10309  0.193
N -4.71531 -3.88705 -2.91392  -0.883
C -3.96895 -3.16928 -2.11958  0.823
C -2.60301 -2.77431 -2.42079  0.942
C -1.95352 -3.16209 -3.59916  -0.841
C -0.66419 -2.74264 -3.81608  -1.236
C -0.04109 -1.94380 -2.85261  -0.909
N -0.64876 -1.57371 -1.72921  1.287
C -1.90310 -1.97728 -1.50791  -1.231
C -2.52472 -1.56469 -0.23101  -0.810
N -1.79101 -0.82757 0.61794  1.602
C -2.33649 -0.45671 1.76452  -0.417
C -3.63152 -0.79265 2.15327  -1.033
C -4.39241 -1.55636 1.29481  -0.776
C -3.83755 -1.95175 0.07939  0.860
C -4.58550 -2.75633 -0.87700  0.665
N -5.81653 -3.13969 -0.67967  -0.883
H -2.47859 -3.78477 -4.31131  0.525
H -0.09340 -3.00246 -4.69817  0.506
H 0.98150 -1.61512 -3.01607  0.444
H -1.71094 0.15295 2.40673  -0.004
H -4.01518 -0.45494 3.10571  0.512
H -5.40417 -1.85320 1.53633  0.528
C 3.16585 2.92609 -0.76815  -0.523
C 2.34298 2.28697 -1.82642  0.158
N 1.17031 1.69795 -1.65809  0.381
C 0.81892 1.24798 -2.92624  -0.382
C 1.79277 1.54208 -3.81898  -1.507
N 2.74780 2.22294 -3.11276  0.066
H 3.24017 4.00432 -0.92417  0.407
H 4.16652 2.48594 -0.77499  0.221
H 2.69293 2.75291 0.19608  -0.536
H -0.07783 0.67788 -3.09881  0.540
H 1.95121 1.22019 -4.83206  0.501
H 3.74330 2.18617 -3.34492  0.316
C -3.86449 1.56324 -1.28723  -1.243
S -2.09133 1.86670 -1.21825  1.154
C -1.99859 3.05879 -2.55310  -1.378
O -1.88873 2.63433 0.04817  -0.772
H -4.39812 2.50866 -1.19031  0.478
H -4.10001 0.91716 -0.44291  0.226
H -4.12348 1.06127 -2.21961  0.359
H -2.29627 2.58348 -3.48723  0.405
H -0.95659 3.36327 -2.62348  0.318
H -2.64158 3.90648 -2.31542  0.471
Se 5.48867 0.54260 -2.19893  -0.817
Sb 4.51002 -1.59759 -2.99026  0.616
Se 2.90612 -2.17280 -1.10566  -0.708
Se 3.02752 -1.44820 -4.95922  -0.757
Se 6.14194 -3.36254 -3.08633  -0.724
C 1.28693 2.63002 3.95140  -1.389
As 0.19154 2.38754 2.33370  1.142
C -1.53283 2.81254 3.16667  -1.347
C 0.52932 4.13935 1.53894  -1.220
H 1.06776 3.58964 4.42208  0.434
H 2.34559 2.59572 3.69431  0.347
H 1.08352 1.83260 4.66809  0.381
H -1.47400 3.77330 3.67987  0.476
H -1.79727 2.04555 3.89752  0.387
H -2.28933 2.85121 2.38581  0.278
H 0.16465 4.92054 2.20727  0.493
H 0.01063 4.18675 0.58491  0.156
H 1.59748 4.27285 1.37968  0.412

Entry from the OMol25 dataset: a molecular structure, C25H40AsNPPbS4Sb in a non-equilibrium geometry (ωB97M-V with the def2-TZVPD basis set).

- Multiplicity: 1
- Kohn-Sham gap: 5.451 eV
- Largest force on an atom: 0.025 hartree/bohr
- Total energy: -153322.034 eV
- LUMO level: 4.18 eV
- Total charge: -2

Each line ends with the Mulliken charge.
Element x y z (Å)
Pb -1.06514 1.26612 -0.52775  1.225
C 3.38760 -0.23878 -0.93246  -1.431
C 3.37454 0.79504 0.19116  0.596
C 3.83114 2.14676 -0.34572  -1.463
P 1.60541 0.90808 0.86280  0.596
C 1.76503 1.99727 2.40067  0.273
C 3.02284 1.88705 3.26325  -1.701
C 0.52096 1.73672 3.25138  -0.786
C 1.36207 -0.75572 1.55146  -0.086
C 2.34223 -1.37938 2.31531  0.123
C 2.17809 -2.64123 2.86014  0.190
C 3.22681 -3.28091 3.72902  -1.807
C 0.98616 -3.31376 2.58122  -0.936
C 0.00704 -2.73832 1.81953  -0.290
C 0.12885 -1.42321 1.28826  -0.323
N -0.86141 -0.87173 0.59322  -0.150
C -1.92153 -1.67331 0.14684  -0.803
C -1.72243 -2.48872 -0.97611  1.965
C -0.35956 -2.55582 -1.60461  -1.344
C -2.78325 -3.21931 -1.48068  -1.272
C -4.04149 -3.15766 -0.90102  0.887
C -5.18928 -3.92867 -1.48883  -1.578
C -4.22247 -2.35550 0.21560  -1.145
C -3.18218 -1.61735 0.75621  1.169
C -3.38116 -0.78505 1.98386  -1.095
H 4.40077 -0.37202 -1.32027  0.478
H 2.74353 0.09182 -1.75209  0.101
H 3.01961 -1.19952 -0.57339  0.309
H 4.05868 0.46555 0.98069  0.442
H 3.18423 2.45426 -1.16981  0.119
H 4.85629 2.08166 -0.71841  0.449
H 3.79008 2.91570 0.42249  0.363
H 1.70416 3.02135 2.00700  0.634
H 3.07669 0.91321 3.74338  0.261
H 2.96872 2.64243 4.05047  0.529
H 3.93835 2.05722 2.69544  0.320
H 0.43041 0.67368 3.48070  0.106
H -0.37695 2.05104 2.72151  -0.161
H 0.56968 2.29587 4.18442  0.513
H 3.28158 -0.87054 2.48657  0.152
H 3.93920 -2.53749 4.08223  0.349
H 3.78043 -4.05544 3.19075  0.295
H 2.76371 -3.75514 4.59620  0.376
H 0.83972 -4.31319 2.97943  0.338
H -0.90499 -3.28396 1.61773  0.434
H 0.02262 -1.55029 -1.78902  0.151
H -0.38966 -3.10446 -2.54387  0.444
H 0.34491 -3.04726 -0.93091  0.278
H -2.62593 -3.84828 -2.34955  0.323
H -4.84405 -4.84931 -1.96085  0.379
H -5.68488 -3.32353 -2.24872  0.272
H -5.92361 -4.17897 -0.72412  0.386
H -5.20103 -2.30218 0.67752  0.328
H -4.41682 -0.82113 2.31367  0.416
H -3.12065 0.25394 1.78520  0.113
H -2.72530 -1.12940 2.78608  0.207
S -3.82275 4.81658 -1.24604  -0.626
As -3.86501 3.02338 -0.14826  0.278
S -3.51161 1.25272 -1.47044  -0.559
S -1.99051 2.96043 1.15475  -0.694
S -5.61046 2.82047 0.99288  -0.604
C 1.86540 2.95760 -4.86280  -1.391
Sb 0.57255 2.40639 -3.15481  0.270
C -1.01344 1.69888 -4.43743  -1.147
C -0.27247 4.37588 -2.95586  -0.916
H 1.32473 3.54074 -5.59976  0.364
H 2.23712 2.05445 -5.33547  0.388
H 2.71738 3.53366 -4.51736  0.357
H -1.21285 2.43168 -5.21443  0.365
H -1.90576 1.56385 -3.83481  0.276
H -0.74556 0.74825 -4.88954  0.358
H -0.52697 4.77253 -3.93614  0.362
H 0.42932 5.04122 -2.46055  0.354
H -1.17750 4.31307 -2.35712  0.047